--- 1 ---
ORCA calculation (wB97M-V/def2-TZVPD) on a molecular structure, C3H4Cl2O.

Last column: natural (NBO) charge in e.
Cartesian coordinates (Å):
C -1.00 2.25 -1.57  0.4090
C 0.85 -1.20 1.22  -0.6885
C -0.21 -1.09 0.23  -0.1814
O -1.61 3.02 -0.88  -0.4965
Cl -0.16 2.45 -3.04  -0.0030
Cl -0.26 0.01 -1.12  0.0953
H 1.71 -0.64 1.03  0.2208
H 1.13 -2.25 1.22  0.2333
H 0.63 -1.00 2.22  0.2225
H -1.09 -1.55 0.69  0.1885

- Kohn-Sham gap (alpha / beta) (eV) = 8.3 / 7.6
- E_HOMO (alpha / beta) (eV) = -8.2 / -8.1

--- 2 ---
ORCA calculation (wB97M-V/def2-TZVPD) on C3H4Cl2O in the gas phase.

Last column: natural (NBO) charge in e.
Cartesian coordinates (Å):
C 0.15 1.31 0.03  -0.5164
C 0.73 -0.10 0.06  0.5644
C -0.32 -1.30 0.01  -0.5207
H -0.56 1.58 0.88  0.2649
H 1.12 2.06 0.10  0.2524
H -0.83 -1.43 -0.99  0.2440
H 0.15 -2.29 0.12  0.2426
O 1.90 -0.37 0.15  -0.4845
Cl -0.72 1.64 -1.48  -0.0237
Cl -1.63 -1.09 1.12  -0.0230

- Kohn-Sham gap (eV) = 10.6
- structure (SMILES) = O=C(CCl)CCl
- E_HOMO (eV) = -10.3

--- 3 ---
ORCA calculation (wB97M-V/def2-TZVPD) on C3H4Cl2O in the gas phase.

Last column: natural (NBO) charge in e.
Cartesian coordinates (Å):
C -1.49 0.09 0.25  -0.2519
C 0.55 -0.57 -0.38  0.0977
C 1.60 0.22 -0.32  -0.1767
H -1.63 -0.70 0.92  0.1721
H -1.27 1.01 0.87  0.1717
H -2.45 0.21 -0.21  0.1927
H 0.54 -1.66 -0.09  0.1930
O -0.60 -0.06 -0.77  -0.4951
Cl 3.18 -0.42 -0.07  0.0249
Cl 1.56 1.88 -0.20  0.0716

- Kohn-Sham gap (eV) = 9.9
- structure (SMILES) = COC=C(Cl)Cl
- E_HOMO (eV) = -9.2

Tell me which of them is the most stable. Sure, it is 2.

--- 1 ---
ORCA calculation (wB97M-V/def2-TZVPD) on 2 unconnected molecules or ions with the total composition C4H12N3.

Last column: natural (NBO) charge in e.
Cartesian coordinates (Å):
C 0.37 0.19 0.10  -0.0750
C -0.17 1.52 -0.26  -0.6983
C 0.71 0.97 2.41  -0.4489
C -1.14 -1.96 -1.53  0.0725
N 1.74 0.24 0.41  -0.4433
N 0.81 -0.11 1.46  -0.2758
N -1.24 -1.57 -2.77  -0.6565
H 0.53 2.23 -0.49  0.2260
H -0.73 2.12 0.61  0.2210
H -0.88 1.49 -1.10  0.2143
H 1.22 0.78 3.39  0.2382
H 0.96 1.89 1.80  0.2610
H -0.26 0.94 2.90  0.2234
H -1.91 -1.65 -0.83  0.2369
H -0.23 -2.58 -1.36  0.2338
H 2.23 -0.44 -0.07  0.3707
H -1.90 -0.85 -2.98  0.4309
H -0.70 -2.12 -3.45  0.4375
H 0.57 -1.08 1.74  0.4317

- Kohn-Sham gap (alpha / beta) (eV) = 6.6 / 6.6
- charge = +1
- E_HOMO (alpha / beta) (eV) = -11.0 / -11.0

--- 2 ---
ORCA calculation (wB97M-V/def2-TZVPD) on a gas-phase ion, C4H12N3 (charge +1).

Last column: natural (NBO) charge in e.
Cartesian coordinates (Å):
C -0.31 -0.13 1.85  -0.2183
C 0.41 0.62 0.73  -0.4881
C 0.04 0.31 -0.69  0.2646
C -0.25 -0.95 -1.05  -0.2423
N -0.24 -1.32 -2.49  -0.6705
N 0.10 1.36 -1.57  -0.8038
N 0.11 0.55 3.11  -0.8165
H -1.38 0.00 1.67  0.2019
H 0.06 -1.15 1.94  0.1853
H 0.48 1.69 1.02  0.2463
H 1.49 0.56 0.90  0.2429
H -0.42 -1.72 -0.32  0.2461
H -0.08 -0.52 -3.09  0.4406
H -1.21 -1.57 -2.68  0.4409
H 0.36 -2.09 -2.78  0.4491
H 0.31 2.25 -1.16  0.4163
H -0.59 1.42 -2.30  0.3878
H 1.10 0.76 3.01  0.3468
H 0.02 -0.07 3.90  0.3708

- Kohn-Sham gap (eV) = 8.8
- charge = +1
- structure (SMILES) = NCC/C(N)=C/[NH3+]
- E_HOMO (eV) = -12.5

--- 3 ---
ORCA calculation (wB97M-V/def2-TZVPD) on a gas-phase ion, C4H12N3 (charge +1).

Last column: natural (NBO) charge in e.
Cartesian coordinates (Å):
C -1.68 1.56 1.13  0.0223
C -0.37 -1.23 0.80  -0.6556
C 1.08 0.64 -0.07  -0.2815
C -0.27 0.04 -0.06  0.2876
N -1.47 0.78 0.16  -0.4540
N -0.41 -0.43 -1.60  -0.7265
N 1.99 -0.33 -0.59  -0.8475
H -2.72 1.99 1.18  0.2056
H -1.02 1.87 1.84  0.1662
H -1.23 -1.89 0.52  0.2467
H 0.54 -1.90 0.75  0.2248
H -0.59 -0.97 1.81  0.2517
H 1.31 0.83 0.94  0.2155
H 1.07 1.53 -0.57  0.2214
H -0.74 0.44 -2.04  0.4495
H -1.04 -1.20 -1.67  0.4316
H 2.11 -1.01 0.06  0.3749
H 2.89 0.01 -0.99  0.4169
H 0.53 -0.73 -1.59  0.4502

- Kohn-Sham gap (eV) = 11.1
- charge = +1
- structure (SMILES) = C=N[C@@](C)([NH3+])CN
- E_HOMO (eV) = -14.1

--- 4 ---
ORCA calculation (wB97M-V/def2-TZVPD) on a gas-phase ion, C4H12N3 (charge +1).

Last column: natural (NBO) charge in e.
Cartesian coordinates (Å):
C -1.76 -0.53 -0.95  -0.2381
C -0.44 -1.00 -0.31  -0.4718
C 0.28 0.04 0.48  0.0702
C 0.79 -0.15 1.70  0.0404
N 1.90 0.57 2.17  -0.8501
N 0.77 1.19 -0.34  -0.6942
N -1.73 -0.35 -2.42  -0.8647
H -2.51 -1.29 -0.74  0.2212
H -2.15 0.44 -0.65  0.1952
H -0.72 -1.75 0.42  0.2570
H 0.20 -1.44 -1.07  0.2319
H 0.21 -0.77 2.37  0.2209
H 2.79 0.20 1.86  0.3981
H 1.90 0.57 3.18  0.4016
H 1.72 1.46 -0.11  0.4600
H 0.70 0.94 -1.33  0.4393
H 0.13 1.98 -0.25  0.4514
H -2.30 -0.97 -2.97  0.3864
H -0.83 -0.35 -2.87  0.3453

- Kohn-Sham gap (eV) = 9.2
- charge = +1
- structure (SMILES) = N/C=C(\[NH3+])CCN
- E_HOMO (eV) = -12.7

Tell me which of them is the most stable. Sure, it is 2.

--- 1 ---
ORCA calculation (wB97M-V/def2-TZVPD) on a gas-phase ion, C4H12N3 (charge +1).

Last column: natural (NBO) charge in e.
Cartesian coordinates (Å):
C 1.00 -1.67 0.60  -0.2139
C 0.23 -0.43 1.35  -0.4346
C -0.27 0.47 0.27  0.0378
C 0.06 1.80 0.27  0.0416
N 0.14 2.64 -0.83  -0.8585
N -1.11 0.11 -0.92  -0.9118
N 0.00 -2.39 -0.31  -0.6928
H 1.77 -1.27 -0.07  0.2279
H 1.36 -2.38 1.33  0.2306
H 0.99 -0.02 2.07  0.2768
H -0.72 -0.92 1.85  0.2138
H 0.60 2.03 1.13  0.1869
H 1.01 2.81 -1.27  0.3985
H -0.58 2.69 -1.56  0.3831
H -2.03 0.56 -0.73  0.4050
H -0.75 0.53 -1.84  0.3987
H -0.61 -2.94 0.30  0.4234
H 0.30 -2.98 -0.96  0.4158
H -0.61 -1.61 -0.71  0.4718

- Kohn-Sham gap (eV) = 8.9
- charge = +1
- structure (SMILES) = N/C=C(\N)CC[NH3+]
- E_HOMO (eV) = -12.1

--- 2 ---
ORCA calculation (wB97M-V/def2-TZVPD) on 2 unconnected molecules or ions with the total composition C4H12N3.

Last column: natural (NBO) charge in e.
Cartesian coordinates (Å):
C 1.00 -1.11 0.69  0.2445
C 1.20 -1.69 -0.57  -0.8033
C -1.90 1.36 0.20  -0.6408
C -0.94 0.35 -0.33  -0.1879
N 3.08 1.26 -0.28  -0.1822
N 2.29 0.63 0.47  -0.2802
N -0.17 -0.37 0.93  -0.6555
H 0.74 -1.24 -1.54  0.1949
H 0.79 -2.72 -0.54  0.3019
H 2.25 -1.65 -0.82  0.2734
H -2.44 1.67 -0.69  0.2601
H -2.48 1.00 0.98  0.2178
H -1.45 2.20 0.52  0.2223
H -0.20 0.87 -0.84  0.2207
H -1.42 -0.58 -0.65  0.2206
H 2.94 0.99 -1.34  0.3329
H 2.42 0.88 1.37  0.3430
H -1.00 -0.84 1.33  0.4669
H 0.10 0.41 1.71  0.4509

- Kohn-Sham gap (alpha / beta) (eV) = 8.1 / 8.1
- charge = +1
- E_HOMO (alpha / beta) (eV) = -12.6 / -12.6

Tell me which of them is the most stable. Sure, it is 1.

--- 1 ---
ORCA calculation (wB97M-V/def2-TZVPD) on a gas-phase ion, C4H12N3 (charge +1).

Last column: natural (NBO) charge in e.
Cartesian coordinates (Å):
C -2.42 -1.41 -0.75  -0.6071
C -0.90 -1.21 -0.80  -0.4183
C -0.24 -0.76 0.51  -0.2161
N 0.07 0.70 0.46  -0.5649
C 1.31 1.19 0.47  0.6786
N 2.24 0.67 1.25  -0.7549
N 1.62 2.23 -0.32  -0.7523
H -2.69 -1.95 0.13  0.2135
H -2.75 -1.94 -1.64  0.2366
H -2.91 -0.45 -0.75  0.2036
H -0.41 -2.13 -1.14  0.2294
H -0.64 -0.50 -1.59  0.2055
H -0.93 -0.97 1.32  0.2240
H 0.74 -1.22 0.59  0.2068
H -0.65 1.29 0.08  0.4124
H 3.14 1.12 1.28  0.4229
H 2.05 -0.10 1.88  0.4361
H 0.90 2.71 -0.85  0.4268
H 2.47 2.73 -0.14  0.4175

- Kohn-Sham gap (eV) = 11.5
- charge = +1
- structure (SMILES) = CCCNC(N)=[NH2+]
- E_HOMO (eV) = -14.6

--- 2 ---
ORCA calculation (wB97M-V/def2-TZVPD) on a gas-phase ion, C4H12N3 (charge +1).

Last column: natural (NBO) charge in e.
Cartesian coordinates (Å):
C -1.42 1.13 -0.22  -0.2154
C -0.20 0.66 -1.12  -0.4720
C -0.08 -0.84 -1.21  -0.2251
N 1.37 -0.46 1.51  -0.7775
C 1.60 -1.48 0.72  0.3651
N 1.10 -1.55 -0.53  -0.5403
N -0.69 1.61 0.97  -0.8519
H -1.94 0.18 -0.05  0.2018
H -2.13 1.96 -0.55  0.2283
H -0.28 1.04 -2.16  0.2461
H 0.82 1.05 -1.03  0.2459
H -0.96 -1.29 -0.71  0.2069
H -0.10 -1.00 -2.27  0.2496
H 1.19 -0.57 2.53  0.4286
H 1.45 -2.58 1.17  0.2464
H 1.20 -2.48 -0.96  0.4183
H 0.54 0.39 1.24  0.4531
H -0.34 2.56 0.78  0.3966
H -1.15 1.66 1.90  0.3955

- Kohn-Sham gap (eV) = 10.0
- charge = +1
- structure (SMILES) = N/C=[NH+]\CCCN
- E_HOMO (eV) = -14.1

--- 3 ---
ORCA calculation (wB97M-V/def2-TZVPD) on a gas-phase ion, C4H12N3 (charge +1).

Last column: natural (NBO) charge in e.
Cartesian coordinates (Å):
C 1.00 -1.06 1.01  -0.0733
C -1.83 2.61 -0.40  -0.7408
C 0.73 -2.43 -1.10  -0.4223
C -0.59 2.03 0.10  0.2119
N 1.00 0.29 0.59  -0.4100
N 0.19 -1.91 0.24  -0.6610
N -0.22 0.79 0.13  -0.2457
H 2.08 -1.53 1.07  0.2009
H 0.76 -1.06 2.12  0.1924
H -1.68 3.52 -1.00  0.2899
H -2.56 2.11 -1.15  0.2794
H -2.25 3.24 0.37  0.2859
H 1.24 -1.64 -1.65  0.2055
H 1.48 -3.22 -1.04  0.2025
H 0.04 -2.85 -1.70  0.2149
H -0.10 -2.64 0.83  0.3926
H 0.09 2.78 0.47  0.2219
H 1.46 0.93 1.22  0.3982
H -0.84 0.02 -0.11  0.4572

- Kohn-Sham gap (eV) = 9.2
- charge = +1
- structure (SMILES) = C/C=[NH+]/NCNC
- E_HOMO (eV) = -13.3

--- 4 ---
ORCA calculation (wB97M-V/def2-TZVPD) on 2 unconnected molecules or ions with the total composition C4H12N3.

Last column: natural (NBO) charge in e.
Cartesian coordinates (Å):
C -1.08 -0.63 0.67  -0.2452
C -1.72 -0.26 -0.71  -0.3910
C -3.21 -0.48 -0.77  -0.6141
N 3.51 0.06 -0.71  -0.7107
C 2.36 0.10 0.04  0.1535
N 1.43 0.90 -0.15  -0.0766
N -0.60 0.51 1.40  -0.5195
H -1.81 -1.14 1.29  0.2476
H -0.21 -1.26 0.47  0.1956
H -1.44 0.76 -0.96  0.2095
H -1.18 -0.85 -1.44  0.2220
H -3.72 0.13 -0.01  0.2119
H -3.61 -0.28 -1.76  0.2394
H 4.32 -0.15 -0.13  0.4201
H 3.67 0.90 -1.25  0.4139
H 2.32 -0.73 0.77  0.2769
H -3.42 -1.53 -0.56  0.2158
H -1.31 1.22 1.55  0.3918
H 0.26 0.94 1.02  0.3588

- Kohn-Sham gap (eV) = 5.4
- charge = +1
- E_HOMO (eV) = -13.9

Tell me which of them is the most stable. Sure, it is 1.

--- 1 ---
ORCA calculation (wB97M-V/def2-TZVPD) on a gas-phase ion, C4H12N3 (charge +1).

Last column: natural (NBO) charge in e.
Cartesian coordinates (Å):
C 1.57 0.21 -0.48  0.2480
C -2.46 0.41 -0.05  -0.5993
C -0.38 -0.93 0.39  -0.1952
C -1.02 0.13 -0.47  -0.1293
N -0.32 1.31 -0.26  -0.5942
N 2.51 0.69 0.41  -0.8396
N 1.02 -1.18 -0.23  -0.5755
H 1.83 0.53 -1.45  0.2395
H -3.05 -0.58 -0.01  0.2196
H -2.91 1.07 -0.71  0.2415
H -2.54 0.83 1.04  0.2167
H -0.20 -0.40 1.23  0.2087
H -0.91 -2.00 0.48  0.2396
H -1.01 -0.20 -1.49  0.1937
H 2.50 0.55 1.48  0.4206
H 3.25 1.42 0.08  0.4496
H -0.44 1.56 0.74  0.3339
H 0.89 -1.76 -1.14  0.4629
H 1.68 -1.65 0.42  0.4588

- Kohn-Sham gap (alpha / beta) (eV) = 8.8 / 8.8
- charge = +1
- E_HOMO (alpha / beta) (eV) = -12.5 / -12.5

--- 2 ---
ORCA calculation (wB97M-V/def2-TZVPD) on a gas-phase ion, C4H12N3 (charge +1).

Last column: natural (NBO) charge in e.
Cartesian coordinates (Å):
C -0.44 -0.89 1.35  -0.2344
C -0.72 -1.12 -0.19  -0.4331
C -1.30 0.10 -0.90  -0.2208
N 1.55 2.32 -1.55  -0.6840
C 0.68 1.65 -0.94  0.2715
N -0.27 0.86 -1.58  -0.6427
N 1.03 -0.75 1.86  -0.6949
H -0.80 -1.71 2.05  0.2302
H -1.03 -0.06 1.74  0.2359
H 0.21 -1.48 -0.63  0.2243
H -1.44 -1.93 -0.25  0.2525
H -1.90 -0.27 -1.71  0.2351
H -1.90 0.78 -0.19  0.2067
H 1.69 2.31 -2.55  0.3629
H 0.72 1.59 0.15  0.1278
H -0.15 0.78 -2.58  0.4071
H 1.62 -0.74 1.02  0.4537
H 1.27 0.09 2.41  0.4526
H 1.18 -1.53 2.49  0.4498

- Kohn-Sham gap (eV) = 8.5
- charge = +1
- structure (SMILES) = [H]/N=C\NCCC[NH3+]
- E_HOMO (eV) = -12.3

--- 3 ---
ORCA calculation (wB97M-V/def2-TZVPD) on 2 unconnected molecules or ions with the total composition C4H12N3.

Last column: natural (NBO) charge in e.
Cartesian coordinates (Å):
C 1.14 -0.98 -0.34  -0.1229
C 0.56 -1.63 0.66  -0.0409
N 0.78 -1.45 2.05  -0.8356
N 0.93 -1.37 -1.71  -0.8334
H 1.85 -0.18 -0.17  0.1715
H -0.10 -2.47 0.43  0.1957
H 1.73 -1.64 2.31  0.3881
H 0.22 -2.10 2.57  0.3760
H 1.77 -1.22 -2.26  0.3775
H 0.19 -0.86 -2.15  0.3448
C -0.32 2.65 -0.26  -0.4281
C -1.86 0.87 0.26  0.1418
N -1.30 1.61 -0.61  -0.3815
H -0.60 3.57 -0.78  0.2490
H 0.68 2.32 -0.53  0.2514
H -0.40 2.82 0.81  0.2351
H -1.55 1.04 1.29  0.2311
H -2.54 0.07 0.00  0.2422
H -1.47 1.42 -1.59  0.4385

- Kohn-Sham gap (eV) = 6.6
- charge = +1
- E_HOMO (eV) = -11.6

--- 4 ---
ORCA calculation (wB97M-V/def2-TZVPD) on a gas-phase ion, C4H12N3 (charge +1).

Last column: natural (NBO) charge in e.
Cartesian coordinates (Å):
C -1.05 -0.64 -1.32  -0.1872
C 0.40 -0.49 -0.69  -0.4745
C 0.35 0.05 0.68  0.0024
C 0.73 1.39 0.91  0.0623
N -0.03 2.19 1.82  -0.8401
N 0.47 -0.85 1.78  -0.6647
N -0.94 -1.04 -2.68  -0.8443
H -1.50 -1.49 -0.61  0.1853
H -1.61 0.38 -1.36  0.2092
H 0.82 -1.52 -0.74  0.2044
H 1.08 0.21 -1.26  0.2422
H 1.40 1.96 0.20  0.2035
H -0.99 2.29 1.32  0.4053
H 0.23 3.16 1.93  0.3996
H 1.44 -1.18 1.68  0.4561
H 0.41 -0.33 2.67  0.4585
H -0.28 -1.45 1.76  0.4362
H -0.83 -2.05 -2.95  0.3829
H -0.12 -0.60 -3.14  0.3629

- Kohn-Sham gap (eV) = 8.1
- charge = +1
- structure (SMILES) = N/C=C(\[NH3+])CCN
- E_HOMO (eV) = -12.4

Tell me which of them is the most stable. Sure, it is 2.

--- 1 ---
ORCA calculation (wB97M-V/def2-TZVPD) on 3 unconnected molecules or ions with the total composition C6H15NO2.

Last column: Löwdin spin population.
Cartesian coordinates (Å):
C 1.55 1.74 -2.08  0.0726
N -0.82 1.96 -0.15  0.2133
C 0.40 1.22 0.02  0.2227
C 1.54 1.19 -0.73  0.3748
C -0.77 -0.73 3.04  -0.0007
C -0.55 -0.40 1.61  -0.0015
C 0.29 0.63 1.40  0.0280
H 0.55 2.08 -2.32  -0.0004
H 1.90 0.96 -2.74  0.0227
H 2.22 2.57 -2.28  0.0257
H -1.26 1.95 0.76  0.0065
H -0.54 2.93 -0.28  0.0120
H 2.44 0.73 -0.44  0.0132
H -1.73 -0.39 3.36  -0.0001
H 0.08 -0.47 3.68  0.0001
H -0.70 -1.81 3.32  -0.0001
H -1.12 -0.99 0.95  -0.0005
H 0.81 1.23 2.22  0.0101
H -1.45 -3.08 -1.33  0.0000
H -2.00 -1.88 -0.71  0.0000
O -1.60 -2.72 -0.44  0.0003
H 0.80 -2.78 -2.29  0.0000
H -0.06 -1.60 -1.92  0.0006
O 0.02 -2.35 -2.64  0.0009

- Kohn-Sham gap (alpha / beta) (eV) = 10.1 / 6.1
- charge = +1
- E_HOMO (alpha / beta) (eV) = -14.0 / -14.0
- multiplicity = 2

--- 2 ---
ORCA calculation (wB97M-V/def2-TZVPD) on 2 unconnected molecules or ions with the total composition C6H15NO2.

Last column: Löwdin spin population.
Cartesian coordinates (Å):
C 0.45 -0.52 -0.46  -0.0091
C 0.75 0.94 -0.11  -0.0035
C 1.13 1.05 1.35  0.0012
C 1.82 1.53 -1.04  0.0026
C -0.31 -0.63 -1.74  -0.0039
N -1.71 -0.57 -1.68  0.5467
C -2.47 -0.57 -0.46  0.0869
O 0.16 -0.76 -2.85  0.3047
H -0.05 -1.03 0.36  -0.0021
H 1.40 -1.03 -0.57  -0.0008
H -0.15 1.57 -0.27  0.0005
H 1.34 2.07 1.66  0.0000
H 0.32 0.67 1.98  0.0000
H 2.02 0.46 1.59  0.0000
H 1.90 2.61 -0.91  0.0004
H 2.80 1.10 -0.81  0.0001
H 1.58 1.32 -2.08  0.0012
H -2.20 -0.64 -2.57  0.0068
H -2.35 -1.52 0.07  0.0412
H -2.12 0.23 0.19  0.0254
H -3.53 -0.46 -0.70  0.0019
H -0.75 -1.67 3.56  0.0000
H 0.36 -2.36 2.80  0.0000
O -0.37 -1.78 2.67  0.0000

- Kohn-Sham gap (alpha / beta) (eV) = 11.6 / 6.3
- charge = +1
- E_HOMO (alpha / beta) (eV) = -15.0 / -14.9
- multiplicity = 2

Tell me which of them is the most stable. Sure, it is 2.